Record 1
A structure of composition C33H52N11O2SScSe. Source: the OMol25 dataset; level of theory: the ωB97M-V functional and the def2-TZVPD basis.

Results
**HOMO level**: -4.91 eV
**ΔE to the lowest compared entry with this formula, charge and spin**: 131.4 kJ/mol
**Frontier orbital gap**: 4.2 eV

Each line ends with the Mulliken charge.
Element x y z (Å)
Se1 1.5432 -3.5979 1.4192  -0.38
Sc1 -0.5680 0.1753 -0.0805  -0.96
S1 0.0053 -0.3446 2.3588  -0.52
O1 -0.4384 -1.7583 -0.4698  -0.20
O2 0.0913 -2.9857 -2.2541  -0.83
N1 1.7112 -0.5519 -0.2302  0.10
N2 -0.7957 0.0519 -2.4114  2.17
N3 -4.7588 1.0737 0.5616  0.00
N4 0.9961 2.2026 2.1618  -1.36
N5 -2.7781 -0.0111 -0.2660  0.84
N6 -3.5231 -0.1875 1.9230  0.46
N7 0.2532 2.2693 1.0169  1.43
N8 1.6621 0.9314 3.9091  0.00
N9 0.9886 1.0936 -3.5434  0.38
N10 -0.3821 -0.1798 -4.7729  0.16
N11 -1.2802 2.6434 -1.1953  1.21
C1 -0.5918 4.9409 -1.2945  -0.82
C2 4.9532 -5.6038 2.8538  -0.82
C3 -5.0319 2.0524 -0.4629  -1.02
C4 -1.8810 4.0194 -3.0668  -1.35
C5 0.5390 4.6830 1.3751  -1.74
C6 -3.6510 0.2969 0.6541  0.27
C7 -0.1148 0.2795 -3.4866  -0.83
C8 0.0622 3.4829 0.6123  0.41
C9 3.5463 -6.0789 0.8656  -1.65
C10 1.2559 1.4949 -4.9057  -0.68
C11 -2.0485 -0.7147 -2.5510  -1.75
C12 4.5593 -3.7940 4.3277  -1.16
C13 1.4994 1.8996 -2.4698  -0.73
C14 -3.1797 -0.1892 -1.6575  -1.04
C15 0.3950 -2.2142 -1.3649  0.97
C16 3.4673 -3.3957 3.5670  0.74
C17 -1.8716 2.8197 -2.3753  -0.28
C18 6.4940 -5.3334 4.8282  -1.47
C19 -1.2207 5.1035 -2.5124  -0.84
C20 5.3217 -4.9039 3.9935  0.79
C21 1.7806 -1.5752 -1.2796  -1.02
C22 0.9114 1.0518 2.7908  0.09
C23 0.5780 0.3931 -5.7072  -0.69
C24 3.8665 -5.2350 2.0706  0.95
C25 2.7104 -2.1700 3.9797  -0.81
C26 -0.7617 -1.5749 -5.0274  -0.77
C27 -3.0497 -1.5468 2.1645  -1.28
C28 2.3382 2.0387 4.5521  -0.55
C29 1.4065 2.8880 5.4051  -1.10
C30 -4.5566 0.3503 2.7925  -0.60
C31 -5.3928 1.2421 1.8658  -0.67
C32 3.0896 -4.1154 2.4179  -0.13
C33 -0.6426 3.6942 -0.6605  0.21
H1 2.3304 1.5449 -5.0921  0.37
H2 -1.1851 6.0576 -3.0212  0.42
H3 3.1521 -1.7304 4.8788  0.30
H4 5.5302 -6.4746 2.5544  0.36
H5 -2.5801 -1.9358 1.2611  0.38
H6 2.8696 -5.5555 0.1949  0.23
H7 1.3244 1.3901 -1.5231  0.06
H8 -5.1439 -0.4652 3.2203  0.30
H9 2.5861 1.9713 -2.5736  0.37
H10 1.0821 2.9099 -2.4615  0.23
H11 1.5208 5.0085 1.0193  0.28
H12 4.4603 -6.3456 0.3309  0.41
H13 2.5057 -2.3587 -1.0503  0.41
H14 -3.9796 -0.9390 -1.7087  0.63
H15 -2.4314 -0.6399 -3.5721  0.49
H16 0.8259 2.4834 -5.1158  0.29
H17 -2.3874 4.0845 -4.0193  0.55
H18 -0.0891 -1.9737 -5.7884  0.36
H19 3.1402 1.6136 5.1589  0.45
H20 1.5198 0.0855 4.4383  0.36
H21 0.0825 0.7779 -6.5996  0.33
H22 0.5888 3.2790 4.7989  0.24
H23 7.4090 -5.3973 4.2353  0.33
H24 -6.4447 0.9514 1.8200  0.35
H25 -3.5940 0.7190 -2.1015  0.26
H26 -5.3446 2.2913 2.1692  0.37
H27 2.5639 0.0007 -0.1970  0.17
H28 1.6545 -2.3949 4.1533  0.34
H29 -0.6430 -2.1819 -4.1342  0.31
H30 1.3009 -0.3681 -6.0186  0.43
H31 -4.1196 0.9158 3.6174  0.31
H32 -1.7819 -1.6531 -5.4052  0.25
H33 -4.2552 2.8232 -0.5107  0.26
H34 -3.9048 -2.1755 2.4309  0.36
H35 -2.3391 1.9515 -2.8100  0.13
H36 -0.1521 5.5173 1.2637  0.54
H37 0.9782 2.3006 6.2184  0.34
H38 -5.1433 1.5942 -1.4424  0.36
H39 6.3324 -6.3164 5.2763  0.31
H40 1.7043 -1.1088 0.6460  0.02
H41 1.9413 3.7312 5.8441  0.34
H42 3.0573 -7.0098 1.1641  0.27
H43 0.6503 4.4306 2.4244  0.26
H44 6.6746 -4.6284 5.6406  0.33
H45 -1.8679 -1.7669 -2.3390  0.20
H46 -2.3127 -1.5651 2.9630  0.29
H47 2.0117 -1.1275 -2.2499  0.32
H48 4.8210 -3.2151 5.2087  0.18
H49 -0.0492 5.7589 -0.8475  0.51
H50 -5.9779 2.5335 -0.2204  0.48
H51 2.8099 2.6455 3.7794  0.31
H52 2.7160 -1.4417 3.1664  0.09

=====

Record 2
A structure of composition C33H52N3O3P2Pd in a non-equilibrium geometry. Source: the OMol25 dataset; level of theory: the ωB97M-V functional and the def2-TZVPD basis.

Results
**HOMO level (spin up / spin down)**: -8.59 / -10.66 eV
**Spin multiplicity**: 3
**Net charge**: +1
**Frontier orbital gap (spin up / spin down)**: 6.4 / 6.6 eV

Each line ends with the Mulliken spin population.
Element x y z (Å)
Pd1 0.2109 0.1768 -0.3777  0.81
P1 0.1495 2.4657 0.2276  0.15
P2 -1.1095 -2.1191 -0.3382  -0.12
O1 2.6541 -2.0401 0.4822  0.00
O2 0.6559 -0.7488 2.4477  -0.01
O3 3.5066 -0.0838 -0.2952  0.00
N1 -0.5477 0.0969 -2.2205  0.72
N2 -2.1960 0.7019 0.2542  0.04
N3 3.5528 -1.7432 2.7533  0.00
C1 -3.7242 -0.4522 -3.9602  -0.01
C2 1.1208 3.2598 -2.2158  0.02
C3 -2.3502 -0.2965 -3.7237  0.04
C4 -0.3333 4.9574 -0.9814  0.02
C5 -3.8926 2.1734 1.0051  0.01
C6 2.8631 3.2674 0.5251  0.00
C7 -4.8558 1.3533 0.4194  0.00
C8 -1.4025 2.8037 1.2032  0.02
C9 -1.4819 -0.0168 -4.7804  0.03
C10 0.4733 -0.4204 1.3381  0.15
C11 1.5211 3.2575 1.2901  0.01
C12 -2.9727 -4.0810 0.4635  0.02
C13 -4.4560 0.2072 -0.2825  0.01
C14 -0.7992 -3.8342 1.8256  0.02
C15 -0.1653 -4.7512 -1.0370  0.01
C16 -3.0873 -0.0849 -0.3529  -0.01
C17 -0.4965 -3.3736 -1.6335  0.07
C18 1.1433 4.6737 1.7767  0.00
C19 3.4501 -1.0455 0.4884  -0.01
C20 -1.7063 -0.4252 -2.3664  -0.20
C21 -3.3335 -0.1434 -6.3391  0.00
C22 -2.4691 -1.1679 -1.2243  0.05
C23 -0.1186 3.4828 -1.3378  0.03
C24 0.8250 -2.7878 -2.1646  0.03
C25 -1.9587 0.0235 -6.0929  0.01
C26 1.7283 2.3879 2.5356  0.00
C27 -2.6249 -2.1567 2.0226  0.02
C28 -1.4901 -3.5703 -2.7889  0.01
C29 -2.5311 1.8564 0.8154  -0.04
C30 4.3627 -1.0199 1.7396  0.00
C31 -1.3500 2.9846 -2.1271  0.02
C32 -1.9203 -3.1059 1.0354  0.09
C33 -4.2124 -0.3593 -5.2675  0.01
H1 -0.4318 0.1604 -4.5447  0.00
H2 2.8404 -1.1563 3.1988  0.00
H3 0.6625 -1.8500 -2.7113  -0.01
H4 -3.1039 -4.0335 -0.6248  0.00
H5 3.0732 2.2842 0.0772  0.00
H6 0.2679 -5.3630 -1.8451  0.00
H7 -1.9402 -1.4047 2.4331  0.00
H8 -1.5912 -2.6728 -3.4086  0.00
H9 3.6760 3.4656 1.2427  0.00
H10 5.2578 -1.6238 1.5541  0.00
H11 -4.1482 3.0738 1.5622  0.00
H12 0.5638 5.4234 -0.5634  0.00
H13 -2.9881 -2.7716 2.8632  0.00
H14 -5.2857 -0.4501 -5.4634  0.00
H15 -5.9189 1.6001 0.4838  0.00
H16 2.0702 1.3801 2.2786  0.00
H17 1.6693 4.8667 2.7252  0.00
H18 0.8293 2.3263 3.1593  0.00
H19 0.5892 -4.6794 -0.2443  0.00
H20 2.0278 3.7044 -1.7960  0.00
H21 -0.6987 -4.8848 1.5274  0.00
H22 -1.7666 3.8321 1.0777  0.01
H23 1.4584 5.4639 1.0859  0.00
H24 -1.0563 -3.8232 2.8953  0.00
H25 -2.4822 -3.8854 -2.4452  0.00
H26 3.0445 -2.4881 2.2165  0.00
H27 -3.2410 -1.8409 -1.6068  0.00
H28 1.5316 -2.5992 -1.3402  0.00
H29 -3.9523 -3.8585 0.9136  0.00
H30 -0.5831 5.5075 -1.8995  0.00
H31 2.9121 4.0522 -0.2432  0.00
H32 1.2779 -3.5161 -2.8516  0.00
H33 4.1355 -2.1384 3.4764  0.00
H34 -1.1766 5.1043 -0.2946  0.00
H35 -2.1548 2.6232 -1.4792  0.00
H36 -3.7104 -0.0981 -7.3684  0.00
H37 2.5215 2.8515 3.1424  0.00
H38 -1.1765 2.6768 2.2716  0.00
H39 -4.4164 -0.6166 -3.1379  0.00
H40 -1.2603 0.1950 -6.9156  0.00
H41 -1.0616 2.1553 -2.7928  0.00
H42 0.9327 3.7135 -3.1980  0.00
H43 0.0713 4.7798 1.9836  0.00
H44 4.6359 -0.0092 2.0597  0.00
H45 -2.7307 -5.1166 0.7420  0.00
H46 -1.0535 -5.2766 -0.6653  0.00
H47 0.1801 -3.3424 1.7237  0.00
H48 -5.1748 -0.4636 -0.7674  0.00
H49 -3.4867 -1.6513 1.5689  0.00
H50 -1.7701 3.8120 -2.7202  0.00
H51 -1.1005 -4.3736 -3.4331  0.00
H52 1.2721 2.1808 -2.3768  -0.01